{
  "formula": "C15H22BrCl4N2O4V",
  "method": "wB97M-V/def2-TZVPD",
  "symbols": ["V", "Cl", "C", "C", "Cl", "C", "Cl", "C", "O", "C", "O", "C", "Cl", "C", "C", "C", "C", "N", "N", "H", "H", "H", "H", "H", "H", "H", "H", "H", "H", "H", "H", "Br", "C", "C", "C", "C", "H", "H", "H", "H", "H", "H", "H", "H", "H", "O", "C", "O", "H"],
  "xyz": [[1.403, 0.187, 1.950], [7.195, 0.819, -0.937], [5.685, 0.172, -0.396], [5.533, -1.197, -0.224], [6.848, -2.272, -0.550], [4.313, -1.712, 0.219], [4.075, -3.407, 0.455], [3.253, -0.861, 0.480], [2.065, -1.230, 0.946], [3.400, 0.538, 0.301], [2.328, 1.249, 0.611], [4.620, 1.036, -0.132], [4.771, 2.745, -0.338], [-3.392, 0.083, -1.832], [-2.194, -0.178, -2.751], [-1.911, 1.071, -3.580], [-2.487, -1.356, -3.674], [-0.953, -0.451, -2.012], [-0.959, -1.531, -1.104], [-4.289, 0.292, -2.419], [-3.200, 0.940, -1.183], [-3.618, -0.779, -1.200], [-2.786, 1.353, -4.168], [-1.073, 0.895, -4.255], [-1.655, 1.914, -2.933], [-3.359, -1.145, -4.295], [-2.696, -2.263, -3.103], [-1.631, -1.549, -4.323], [-0.672, 0.372, -1.490], [-0.672, -2.377, -1.574], [-1.858, -1.680, -0.656], [2.252, 1.538, 3.728], [-1.726, 0.779, 3.405], [-1.275, 1.654, 2.241], [-2.500, 2.169, 1.480], [-0.330, 0.958, 1.262], [-2.474, 1.304, 4.005], [-0.898, 0.499, 4.052], [-2.177, -0.147, 3.035], [-0.748, 2.520, 2.653], [-3.094, 1.327, 1.110], [-2.213, 2.782, 0.623], [-3.146, 2.771, 2.125], [-0.056, 1.636, 0.451], [-0.785, 0.053, 0.832], [1.631, -2.935, 3.997], [0.796, -2.421, 3.295], [0.640, -1.140, 3.085], [0.019, -3.024, 2.787]],
  "charge": -1,
  "homo_ev": [-5.276, -5.279],
  "fmax_ev_per_a": 0.53,
  "orbital_gap_ev": [7.53, 7.72],
  "spin_multiplicity": 2,
  "e_lumo_ha": [0.08276, 0.08970],
  "total_energy_ev": -172906.4479,
  "relative_energy_kj_mol": 120.8,
  "mol_weight_g_mol": 567.0
}